Entry 1:
Here is a cluster of 3 separate species, C4H14N3 in total in a non-equilibrium geometry from OMol25. Energies are from the ωB97M-V functional and the def2-TZVPD basis.

Output
- LUMO level (alpha / beta): -5.302 / -6.012 eV
- Net charge: +1
- 2S+1: 1
- HOMO (alpha / beta): -12.9 / -12.5 eV

Structure (XYZ):
```
21
C4H14N3 the ωB97M-V functional and the def2-TZVPD basis
N 0.01175 -0.33494 0.07249
N 2.01072 1.68553 2.70843
N 0.82235 -0.20573 1.09414
C -2.05267 -1.82228 -0.33800
C 0.02093 0.39055 -0.97770
C 1.03462 1.51109 -1.14135
C -2.25385 -2.00586 -1.78419
H -1.73427 -2.75233 0.09471
H -0.79439 0.24891 -1.80247
H 1.69244 1.18442 3.54527
H -2.77812 -1.23626 0.26186
H 1.22927 0.68902 1.32240
H 0.72836 2.36210 -0.43841
H -2.43523 -1.04489 -2.31702
H 1.26894 -1.04497 1.37833
H -3.05086 -2.63160 -2.06515
H 1.97210 1.07483 -0.73891
H 2.96484 1.78810 2.93919
H -1.41177 -2.53993 -2.30077
H 1.08446 1.96202 -2.11996
H 1.67038 2.72225 2.60712
```

Results of the natural (NBO) charge analysis, in e, for atoms 1 through 4: number 1, N, carries -0.162; number 2, N, carries -1.102; number 3, N, carries -0.619; number 4, C, carries 0.059



Entry 2:
Here is the ion C3H6FIN3 with charge +1 in a non-equilibrium geometry from OMol25. Energies are from the ωB97M-V functional and the def2-TZVPD basis.

Output
- SMILES: C/[N+](=C\F)N/C=N/I
- LUMO level: -4.411 eV
- Net charge: +1
- 2S+1: 1
- HOMO: -12.9 eV

Structure (XYZ):
```
14
C3H6FIN3 the ωB97M-V functional and the def2-TZVPD basis
I 4.17036 0.22438 -0.00166
F -0.60691 -2.53664 0.08957
N 2.15343 0.17257 0.16436
N 0.00127 0.91419 0.28977
N -0.59278 -0.36623 0.06072
C 0.06234 -1.45592 0.24285
C 1.33138 1.11023 0.20317
C -1.83887 -0.18477 -0.43311
H -1.82940 0.20100 -1.39108
H -0.77933 1.68262 0.25386
H -2.39886 0.66750 0.16787
H 1.14202 -1.52189 0.65355
H 1.49722 2.22956 0.27906
H -2.31188 -1.13659 -0.57892
```

Results of the natural (NBO) charge analysis, in e, for atoms 1 through 4: number 1, I, carries 0.428; number 2, F, carries -0.239; number 3, N, carries -0.728; number 4, N, carries -0.415



Entry 3:
Here is a structure of composition C33H32BrN6O5S5SeSiZr in a non-equilibrium geometry from OMol25. Energies are from the ωB97M-V functional and the def2-TZVPD basis.

Output
- LUMO level: 1.980 eV
- Net charge: -1
- 2S+1: 1
- HOMO: -4.6 eV

Structure (XYZ):
```
85
C33H32BrN6O5S5SeSiZr the ωB97M-V functional and the def2-TZVPD basis
Zr 0.01279 0.59353 -0.29512
Br 4.47120 -0.06562 1.35262
Se 0.07867 -1.66248 1.10745
S -2.76374 -1.56366 -1.25570
S -4.79066 -2.19403 2.24072
S -2.21617 1.16267 1.05103
S 0.74310 -2.84903 -3.92014
S -3.07253 2.18130 -3.81698
Si 0.80611 -2.41974 3.05401
O 0.45106 2.56209 -0.65747
O 2.09010 0.27129 -0.26217
O -5.03385 -3.53059 2.71429
O 1.97750 0.96064 -2.35484
O -4.69827 -1.14620 3.23348
N -2.14298 0.28027 3.58791
N 0.26424 -1.04082 -2.21533
N 0.47768 1.58542 1.73373
N -1.38733 1.22489 -2.19822
N -3.50683 -2.13130 1.25146
N -0.18981 1.14990 2.86162
C -2.45887 3.33586 -1.38059
C -8.06329 -1.28421 -0.00968
C -0.53690 -0.78885 -3.31021
C 6.91019 0.75643 -1.84853
C -0.41704 -1.67283 -4.32889
C 6.04875 1.02312 -2.90477
C 4.68426 0.97158 -2.69069
C 2.25747 3.91821 -1.38097
C 1.88861 -1.18846 3.94377
C 1.49624 2.33301 1.93773
C -6.01599 -1.24601 -1.30489
C -7.39376 -1.09878 -1.21893
C 4.14176 0.65566 -1.44394
C 1.02114 -2.08644 -2.41539
C 3.49046 4.48698 -1.11871
C 2.11245 -2.58685 -1.53480
C 5.01729 0.39005 -0.40320
C -1.41526 0.38130 -3.29148
C -2.27079 0.75174 -4.27346
C -0.65484 -2.87797 4.12873
C -2.22078 2.22289 -2.34150
C 1.80091 -3.96335 2.70229
C -5.31837 -1.58817 -0.16058
C 2.20779 3.01684 0.86152
C -7.36151 -1.62262 1.14046
C -5.99285 -1.76428 1.02619
C -3.83045 -1.80635 0.02393
C 1.61112 3.15947 -0.40381
C 6.39230 0.44283 -0.60357
C 3.44142 3.61701 1.11096
C -1.43071 0.83479 2.58282
C 4.09640 4.33740 0.12865
C 2.63918 0.64484 -1.37078
H -1.52265 -3.09177 3.50227
H -2.87532 4.19476 -1.90686
H 2.75625 -0.95377 3.32484
H 3.88773 3.49716 2.09159
H -1.52294 3.60513 -0.89499
H 3.98263 1.18479 -3.48491
H 1.79920 -2.52367 -0.49150
H -9.13781 -1.16250 0.03294
H 5.06373 4.77835 0.32713
H 3.00243 -1.96738 -1.66699
H 2.24085 -1.57367 4.90516
H 1.24005 -4.62879 2.04401
H -7.95957 -0.83385 -2.10329
H 2.73729 -3.70208 2.20492
H 3.99337 5.04644 -1.89797
H 1.33370 -0.26399 4.11126
H -5.47365 -1.10232 -2.23071
H -2.47221 0.25263 -5.20375
H -7.86426 -1.76490 2.08738
H -0.44059 -3.75936 4.73834
H -3.15677 3.02261 -0.60449
H 2.36977 -3.61344 -1.79247
H -0.95214 -1.68966 -5.26079
H 7.05075 0.23415 0.22755
H 1.78805 4.00237 -2.35217
H -0.92168 -2.06575 4.80594
H -3.02111 -0.17475 3.36116
H 1.78115 2.52908 2.97117
H 6.43638 1.27180 -3.88349
H 2.03376 -4.50592 3.62219
H 7.98287 0.79033 -1.98778
H -1.60589 -0.10542 4.34429
```

Results of the Mulliken charge analysis, in e, for atoms 1 through 4: number 1, Zr, carries 0.217; number 2, Br, carries -0.157; number 3, Se, carries -0.287; number 4, S, carries -0.103



Looking at energy relative to the best compared isomer or geometry (same formula, charge and spin) for the records above, in order, we have 515.91 163.54 96.60 kJ/mol.